69
Properties=species:S:1:pos:R:3:forces:R:3 method="wB97M-V/def2-TZVPD" lumo_energy_ev="-9.616 / -11.035" homo_energy_ev="-17.3 / -17.3" charge=+3 max_force_ev_per_a=0.2 multiplicity=4 total_energy_ev=-50409.4265 gap_ev="7.660 / 6.236"
Tc 0.029 0.002 -0.114 -0.21 0.03 -0.08
C 1.607 -0.255 1.526 -0.02 -0.04 0.06
C 2.251 0.134 0.312 0.02 0.03 -0.04
C 1.816 1.445 -0.007 0.03 -0.03 0.03
C 0.872 1.846 0.965 0.02 -0.01 -0.03
C 0.747 0.787 1.927 -0.03 0.02 0.00
H 1.723 -1.205 2.025 0.02 0.02 0.02
H 2.953 -0.461 -0.253 0.02 0.01 0.01
H 2.107 2.019 -0.872 0.01 -0.01 0.00
H 0.398 2.817 0.979 0.02 0.00 0.02
H 0.128 0.778 2.812 0.01 0.02 0.01
C -1.973 1.788 -3.619 0.00 -0.01 -0.03
N -0.706 1.341 -4.197 -0.01 0.04 0.04
C -0.387 1.928 -5.507 -0.01 -0.01 -0.01
P 0.136 0.101 -3.595 -0.03 -0.06 0.04
O 0.052 0.263 -2.024 0.08 0.09 -0.05
N 1.696 0.187 -4.020 -0.01 0.00 0.00
C 2.481 1.365 -3.644 0.01 -0.02 0.00
C 2.337 -0.672 -5.025 0.00 0.01 0.00
N -0.451 -1.336 -4.038 -0.02 -0.02 -0.05
C 0.078 -2.574 -3.476 -0.01 0.00 0.01
C -1.662 -1.506 -4.845 0.01 0.00 0.02
H -1.910 2.841 -3.341 0.01 0.00 -0.01
H -2.215 1.197 -2.738 0.01 0.02 0.01
H -2.778 1.673 -4.347 -0.01 -0.01 0.01
H -0.269 3.007 -5.409 -0.01 0.00 0.01
H -1.192 1.726 -6.216 0.00 0.00 -0.01
H 0.533 1.506 -5.903 0.01 0.01 0.01
H 1.865 2.071 -3.088 0.00 0.00 0.00
H 2.840 1.876 -4.539 0.00 0.00 0.00
H 3.351 1.078 -3.049 0.00 0.00 0.00
H 1.654 -1.446 -5.359 0.00 0.00 0.00
H 3.228 -1.138 -4.604 0.00 0.00 0.00
H 2.634 -0.075 -5.888 0.00 0.00 0.00
H 0.985 -2.375 -2.903 0.01 0.00 0.00
H 0.328 -3.271 -4.278 0.00 0.00 0.00
H -0.668 -3.036 -2.826 0.00 0.00 0.00
H -1.993 -0.552 -5.246 0.00 0.00 -0.01
H -2.457 -1.936 -4.235 0.00 0.00 0.00
H -1.452 -2.174 -5.680 0.00 0.00 0.00
C -4.831 -1.623 -1.574 0.00 0.00 -0.01
N -4.176 -0.687 -0.647 0.01 -0.02 0.02
C -4.883 0.053 0.232 0.01 0.00 0.00
C -4.275 0.920 1.071 0.00 0.00 0.01
C -2.870 1.048 1.005 -0.02 0.01 -0.02
N -2.134 0.282 0.154 0.04 -0.01 0.05
C -2.798 -0.606 -0.704 -0.02 0.04 -0.03
O -2.170 -1.289 -1.489 0.00 0.01 -0.01
N -2.285 1.940 1.801 0.00 -0.03 0.02
H -5.900 -1.598 -1.388 0.00 0.00 0.00
H -4.451 -2.628 -1.412 0.00 0.00 0.00
H -4.630 -1.324 -2.600 0.00 0.00 0.00
H -5.957 -0.079 0.219 0.00 0.00 0.00
H -4.848 1.521 1.760 0.00 0.00 0.00
H -2.855 2.519 2.399 0.00 0.00 0.00
H -1.320 2.183 1.717 0.01 0.01 -0.02
N -0.052 -2.062 -0.005 0.04 -0.11 -0.03
C -0.100 -3.214 0.056 0.02 0.02 0.02
C -0.159 -4.622 0.135 -0.01 -0.02 0.02
C 0.579 -5.394 -0.774 0.01 0.02 -0.01
C 0.520 -6.768 -0.677 0.00 -0.01 0.00
C -0.262 -7.363 0.309 0.00 0.01 0.00
C -0.992 -6.593 1.210 0.00 -0.01 0.00
C -0.947 -5.216 1.133 0.00 0.01 0.00
H 1.190 -4.918 -1.530 0.00 0.00 0.00
H 1.085 -7.382 -1.365 0.00 0.00 0.00
H -0.300 -8.442 0.379 0.00 0.00 0.00
H -1.590 -7.071 1.972 0.00 0.00 0.00
H -1.504 -4.604 1.830 0.00 0.00 0.00

66
Properties=species:S:1:pos:R:3:forces:R:3 method="wB97M-V/def2-TZVPD" de_lowest_ev=0.457 lumo_energy_ev=-7.163 homo_energy_ev=-13.8 charge=+2 max_force_ev_per_a=0.7 total_energy_ev=-48079.0099 gap_ev=6.665
Ir -0.122 -1.114 0.259 -0.13 0.32 0.20
C -1.992 -0.548 -3.211 -0.02 -0.01 0.08
Sb -0.326 -0.003 -2.024 0.29 -0.17 0.17
C 1.321 -0.457 -3.262 -0.06 0.05 -0.08
C -0.330 2.127 -1.755 -0.02 -0.06 0.07
C 1.032 2.663 -2.068 0.08 0.01 -0.01
C 1.295 3.130 -3.356 0.00 -0.03 0.05
C 2.554 3.577 -3.716 0.06 0.01 0.04
C 3.580 3.562 -2.780 -0.05 0.00 -0.05
C 3.325 3.118 -1.493 -0.07 -0.02 0.00
C 2.059 2.667 -1.114 0.05 0.00 -0.14
C 1.853 2.242 0.310 0.10 0.06 0.17
Sb 1.975 0.141 0.685 0.20 0.27 0.04
C 3.712 -0.428 -0.380 -0.03 0.03 -0.03
C 2.463 0.046 2.741 0.06 -0.01 -0.01
H -1.834 -0.055 -4.171 -0.04 -0.02 -0.01
H -2.927 -0.210 -2.775 0.01 0.01 0.03
H -2.019 -1.625 -3.355 0.04 -0.01 0.02
H 1.427 0.322 -4.016 0.00 -0.01 0.00
H 1.145 -1.419 -3.740 -0.03 -0.01 0.02
H 2.229 -0.513 -2.671 0.02 0.01 0.02
H -0.641 2.276 -0.722 -0.02 -0.01 -0.01
H -1.093 2.549 -2.409 0.00 -0.06 -0.05
H 0.492 3.154 -4.085 -0.01 -0.01 0.00
H 2.731 3.945 -4.717 0.01 0.00 0.00
H 4.567 3.916 -3.043 0.00 0.00 -0.01
H 4.120 3.145 -0.757 0.00 0.00 0.01
H 0.926 2.599 0.759 -0.04 -0.03 -0.08
H 2.673 2.636 0.916 -0.06 0.02 0.05
H 4.578 -0.253 0.256 -0.01 -0.02 0.03
H 3.796 0.199 -1.267 -0.01 0.06 0.02
H 3.667 -1.473 -0.671 -0.01 -0.01 -0.02
H 3.457 0.474 2.865 0.00 -0.01 0.02
H 2.462 -0.984 3.088 -0.01 -0.03 -0.03
H 1.747 0.630 3.318 -0.01 0.01 -0.04
F 1.380 -6.791 1.250 0.00 0.02 0.00
C 1.204 -5.508 0.951 0.10 -0.05 0.04
C -0.031 -5.099 0.484 -0.04 0.04 -0.03
C -0.181 -3.755 0.182 0.11 0.09 0.08
C 0.864 -2.822 0.341 -0.45 -0.42 -0.34
C 2.094 -3.298 0.809 0.07 0.21 0.01
C 2.266 -4.633 1.126 -0.08 -0.10 -0.02
H -0.824 -5.822 0.358 -0.03 0.02 0.00
H -1.153 -3.425 -0.202 -0.04 -0.01 -0.03
H 2.936 -2.634 0.960 0.02 -0.03 0.00
H 3.201 -5.017 1.507 0.03 0.03 0.00
C -1.395 -0.845 3.168 -0.02 0.11 -0.01
N -2.646 -0.346 2.623 -0.04 -0.13 -0.04
C -3.862 -0.958 3.162 0.02 -0.03 -0.03
C -2.629 0.410 1.506 0.05 0.17 0.21
O -1.603 0.450 0.751 -0.02 -0.15 -0.36
N -3.686 1.185 1.212 0.05 -0.07 0.06
C -3.774 1.804 -0.102 -0.02 -0.03 -0.06
C -4.562 1.757 2.236 0.02 0.00 0.02
H -1.575 -1.176 4.189 0.02 0.00 0.02
H -0.646 -0.054 3.195 -0.01 -0.03 -0.04
H -1.003 -1.708 2.610 -0.02 -0.06 0.06
H -3.715 -2.038 3.213 0.00 0.00 0.03
H -4.705 -0.766 2.507 0.00 -0.01 -0.01
H -4.085 -0.585 4.161 -0.02 -0.01 0.00
H -3.379 1.129 -0.857 0.02 0.02 -0.01
H -3.230 2.750 -0.138 0.00 0.00 0.00
H -4.823 1.993 -0.325 0.01 0.00 0.01
H -4.123 1.629 3.221 -0.02 0.00 0.00
H -5.557 1.312 2.218 0.00 0.01 -0.02
H -4.657 2.825 2.043 0.00 0.00 0.01

68
Properties=species:S:1:pos:R:3:forces:R:3 method="wB97M-V/def2-TZVPD" lumo_energy_ev=-5.418 homo_energy_ev=-10.6 charge=+1 max_force_ev_per_a=2.5 total_energy_ev=-45392.7850 gap_ev=5.141
C 5.560 -2.426 -0.345 -0.09 0.00 0.28
C 4.499 -1.361 -0.040 0.63 -0.36 -0.30
C 3.812 -0.865 -1.302 0.15 -0.18 0.05
O 2.969 0.255 -1.091 -0.23 -0.16 -0.17
C 1.810 -0.113 -0.355 0.57 0.14 0.63
C 0.731 0.929 -0.449 1.08 -1.27 -0.36
C 0.933 2.255 -0.135 0.90 0.75 0.58
C 2.281 2.782 0.289 0.66 -0.88 -0.12
C 2.967 2.069 1.470 0.70 1.00 -0.09
C 4.122 2.960 1.936 -0.36 0.39 -0.11
N 5.284 2.870 0.993 1.30 0.50 -0.02
C -0.134 3.116 -0.222 0.09 2.24 0.38
I 0.047 5.176 0.294 -0.02 -0.23 -0.04
C -1.357 2.701 -0.637 -0.19 0.70 -0.14
C -1.503 1.383 -0.975 -2.37 -0.02 -0.72
C -0.492 0.473 -0.878 -0.49 -0.57 -0.45
O -0.665 -0.826 -1.216 0.11 0.15 0.68
C -1.716 -1.515 -0.508 -0.21 -0.75 -0.46
C -1.323 -2.967 -0.199 -0.64 -0.08 -0.92
C -0.615 -3.545 -1.431 0.39 0.01 0.52
C -2.664 -3.730 -0.047 -0.07 -0.06 0.50
C -3.533 -3.198 1.132 0.61 0.00 -0.80
C -2.482 -5.244 0.032 0.10 -0.16 0.08
C -2.936 1.243 -1.448 -0.50 -0.68 -0.31
O -3.476 0.383 -2.105 0.76 0.53 0.88
N -3.635 2.420 -1.026 0.22 0.78 0.62
C -4.332 2.299 0.306 -1.17 0.61 -0.69
C -5.825 2.705 0.148 0.31 -0.24 0.67
N -6.762 1.928 0.957 0.00 0.28 -0.60
C -2.665 3.458 -0.845 0.69 -0.01 -0.49
O -2.853 4.650 -0.886 -0.03 -1.47 0.30
H 5.106 -3.384 -0.594 0.00 0.00 -0.23
H 6.158 -2.598 0.549 0.06 -0.05 0.01
H 6.244 -2.127 -1.139 -0.07 0.00 -0.10
H 5.020 -0.528 0.437 -0.28 0.16 0.14
H 3.796 -1.820 0.653 -0.16 0.29 0.16
H 4.568 -0.568 -2.029 -0.01 0.18 0.00
H 3.250 -1.687 -1.761 -0.12 0.02 -0.01
H 2.083 -0.214 0.701 -0.09 -0.15 0.04
H 1.443 -1.088 -0.671 -0.08 0.10 -0.20
H 2.950 2.665 -0.569 -0.01 0.02 -0.04
H 2.261 3.842 0.515 -0.38 -0.02 -0.03
H 2.310 1.943 2.330 -0.18 -0.28 -0.11
H 3.435 1.150 1.137 -0.28 -0.33 0.22
H 3.795 4.001 1.932 -0.10 0.02 0.19
H 4.433 2.751 2.958 0.16 -0.28 -0.07
H 5.402 3.784 0.551 -0.62 0.02 -0.14
H 6.131 2.744 1.556 -0.32 -0.44 0.38
H -2.563 -1.578 -1.189 -0.09 0.22 -0.03
H -2.041 -0.978 0.382 0.26 0.24 0.03
H -0.725 -3.054 0.711 0.08 0.01 0.02
H -1.326 -3.560 -2.255 0.12 0.04 -0.21
H 0.266 -2.968 -1.703 -0.07 0.11 -0.15
H -0.271 -4.561 -1.251 -0.09 -0.10 0.03
H -3.212 -3.537 -0.973 -0.01 0.02 -0.05
H -3.816 -4.031 1.767 -0.11 0.17 0.28
H -2.968 -2.445 1.681 -0.13 -0.14 0.38
H -4.420 -2.711 0.733 -0.17 -0.03 0.18
H -1.728 -5.544 0.765 -0.01 0.12 0.10
H -2.179 -5.670 -0.922 0.01 0.01 -0.07
H -3.416 -5.728 0.314 -0.07 0.02 -0.01
H -4.223 1.308 0.749 0.03 -0.15 -0.29
H -3.887 3.031 0.981 0.25 -0.23 0.14
H -6.075 2.628 -0.904 -0.17 -0.07 -0.04
H -5.908 3.755 0.434 -0.02 0.07 -0.13
H -6.368 1.651 1.844 -0.07 -0.12 0.03
H -7.065 1.126 0.424 0.01 -0.25 0.33
Li 7.490 3.737 0.440 -0.19 -0.19 -0.14

66
Properties=species:S:1:pos:R:3:forces:R:3 method="wB97M-V/def2-TZVPD" de_lowest_ev=2.742 lumo_energy_ev="-17.002 / -17.021" homo_energy_ev="-21.5 / -21.5" charge=+4 max_force_ev_per_a=8.5 multiplicity=2 total_energy_ev=-67927.4630 gap_ev="4.509 / 4.490"
N -2.051 -3.927 1.467 -0.78 -0.11 -1.40
C -2.771 -4.369 0.670 0.74 0.27 1.04
C -3.684 -4.974 -0.285 -0.26 -0.17 -0.28
H -3.746 -6.056 -0.108 0.02 0.28 0.00
H -3.331 -4.806 -1.310 -0.08 -0.08 0.24
H -4.682 -4.533 -0.180 0.21 -0.14 0.02
N -0.234 1.484 -2.674 0.87 -0.83 -0.42
C -0.177 2.026 -3.702 -0.58 -0.17 1.35
C -0.238 2.801 -4.925 0.18 0.05 -0.39
H -0.444 2.134 -5.774 0.03 0.16 0.19
H 0.721 3.310 -5.093 -0.23 -0.12 0.05
H -1.040 3.551 -4.854 0.20 -0.24 0.08
N 2.596 -0.949 3.466 1.09 0.97 -0.90
C 3.559 -0.398 3.117 -1.11 -0.83 0.55
C 4.779 0.258 2.688 0.40 0.32 -0.11
H 4.607 1.339 2.582 0.08 -0.28 0.04
H 5.112 -0.155 1.727 0.00 0.08 0.31
H 5.571 0.108 3.433 -0.17 -0.02 -0.17
V 0.532 -0.464 -1.066 -4.78 6.99 0.07
C 0.983 1.196 -0.070 1.18 5.68 2.94
O 1.171 2.213 0.478 -0.71 -4.65 -2.39
C -1.372 -0.459 -0.550 -7.50 0.73 2.07
O -2.502 -0.401 -0.248 5.44 -0.54 -1.56
C 0.262 -2.334 -1.821 -1.01 -2.51 -0.70
C 0.652 -2.382 -0.482 0.21 -2.84 0.36
C 1.772 -1.670 -0.062 0.74 -1.05 1.57
C 2.499 -0.931 -1.001 2.84 0.46 -0.81
C 2.060 -0.821 -2.323 3.21 -0.50 -1.23
C 0.924 -1.514 -2.734 0.03 -0.81 -1.89
H -0.617 -2.880 -2.145 0.10 -0.09 0.02
H 0.069 -2.952 0.238 -0.15 -0.03 -0.02
H 2.061 -1.683 0.986 0.05 0.11 0.00
H 3.375 -0.376 -0.681 0.02 -0.16 -0.14
H 2.585 -0.177 -3.026 0.03 -0.05 0.23
H 0.549 -1.408 -3.750 -0.04 0.03 0.22
C -0.500 -2.048 3.441 0.39 -0.43 -0.01
C -1.621 -1.007 3.263 1.49 -1.90 -2.52
C -2.604 -0.993 4.435 -0.86 1.73 0.76
P -0.953 0.679 2.791 -3.44 0.51 6.03
C -2.510 1.661 2.425 0.13 0.14 -2.52
C -3.341 2.177 3.596 0.61 0.18 1.57
C -2.173 2.798 1.449 0.00 0.37 -0.27
C 0.036 1.421 4.231 0.90 -0.08 -0.80
C -0.474 2.756 4.772 -0.67 0.93 -0.47
C 0.377 0.457 5.369 0.03 -1.30 -0.26
H -0.457 -2.389 4.486 0.14 0.20 -0.35
H 0.499 -1.676 3.164 -0.36 -0.20 0.27
H -0.739 -2.923 2.812 0.07 0.40 0.44
H -2.175 -1.287 2.349 -0.02 0.02 0.28
H -2.221 -0.430 5.296 -0.35 -0.28 -0.12
H -3.575 -0.580 4.141 0.27 -0.10 0.09
H -2.776 -2.025 4.772 0.48 -0.10 -0.41
H -3.115 0.918 1.875 0.33 0.02 0.16
H -2.942 3.116 3.995 -0.17 -0.29 -0.15
H -4.351 2.396 3.219 0.20 -0.24 -0.38
H -3.447 1.456 4.413 -0.07 0.32 -0.14
H -1.806 2.402 0.496 -0.09 0.13 -0.03
H -3.077 3.387 1.249 0.25 -0.15 0.02
H -1.406 3.474 1.849 -0.26 -0.08 -0.04
H 0.979 1.617 3.683 0.36 0.24 0.34
H -1.388 2.630 5.366 0.29 -0.10 -0.23
H 0.290 3.172 5.444 0.03 -0.28 -0.33
H -0.646 3.496 3.981 -0.02 -0.04 0.31
H 1.076 -0.318 5.030 -0.23 0.07 0.30
H 0.881 1.021 6.166 -0.04 0.17 -0.39
H -0.510 -0.012 5.811 0.35 0.22 -0.13